{"formula": "C38H76Cl6O16S8", "method": "wB97M-V/def2-TZVPD", "homo_ev": -9.8, "e_tot_ev": -235213.59698, "smiles": "O=S1(=O)CCCC1.O=S1(=O)CCCC1.O=S1(=O)CCCC1.O=S1(=O)CCCC1.O=S1(=O)CCCC1.O=S1(=O)CCCC1.O=S1(=O)CCCC1.O=S1(=O)CCCC1.ClCCCl.ClCCCl.ClCCCl", "lumo_energy_ev": -0.1, "mol_weight_da": 1258.264, "elements": ["O", "S", "O", "C", "C", "C", "C", "H", "H", "H", "H", "H", "H", "H", "H", "O", "S", "O", "C", "C", "C", "C", "H", "H", "H", "H", "H", "H", "H", "H", "O", "S", "O", "C", "C", "C", "C", "H", "H", "H", "H", "H", "H", "H", "H", "O", "S", "O", "C", "C", "C", "C", "H", "H", "H", "H", "H", "H", "H", "H", "O", "S", "O", "C", "C", "C", "C", "H", "H", "H", "H", "H", "H", "H", "H", "O", "S", "O", "C", "C", "C", "C", "H", "H", "H", "H", "H", "H", "H", "H", "O", "S", "O", "C", "C", "C", "C", "H", "H", "H", "H", "H", "H", "H", "H", "O", "S", "O", "C", "C", "C", "C", "H", "H", "H", "H", "H", "H", "H", "H", "Cl", "C", "C", "Cl", "H", "H", "H", "H", "Cl", "C", "C", "Cl", "H", "H", "H", "H", "Cl", "C", "C", "Cl", "H", "H", "H", "H"], "xyz": [[21.0540, 18.1171, 11.0158], [19.8499, 18.7855, 11.3983], [19.2276, 18.5278, 12.6719], [20.0390, 20.6185, 11.0586], [19.1253, 20.9538, 9.8907], [17.9545, 19.9275, 9.8333], [18.6203, 18.5880, 10.0873], [21.1226, 20.6935, 10.8961], [19.7257, 21.0821, 11.9889], [18.7436, 21.9709, 9.9697], [19.7301, 20.8093, 9.0013], [17.5066, 19.9215, 8.8419], [17.2179, 20.1207, 10.6170], [19.2161, 18.2559, 9.2328], [17.9407, 17.7639, 10.2913], [16.5492, 17.0402, 16.6812], [17.0085, 18.3757, 17.0218], [17.4596, 18.6626, 18.3250], [18.2280, 18.9302, 15.7849], [17.5846, 20.0108, 14.9182], [16.5105, 20.7321, 15.7743], [15.7447, 19.5726, 16.3960], [18.5017, 18.0529, 15.2054], [19.0805, 19.2949, 16.3607], [18.3333, 20.7239, 14.5740], [17.0545, 19.5673, 14.0814], [15.8053, 21.3494, 15.2163], [16.9039, 21.3732, 16.5762], [15.2487, 18.9662, 15.6339], [15.0693, 19.8250, 17.2241], [20.6946, 12.4243, 15.3086], [21.3887, 11.2110, 15.7363], [22.7915, 11.3162, 16.0815], [20.4401, 10.3850, 17.0746], [19.6919, 9.1895, 16.4191], [19.7553, 9.3952, 14.9074], [21.1879, 9.8442, 14.6017], [19.7977, 11.1663, 17.4787], [21.2088, 10.0401, 17.7660], [20.1623, 8.2748, 16.8063], [18.6539, 9.1720, 16.7533], [19.1680, 10.2247, 14.4932], [19.4428, 8.4884, 14.3865], [21.2911, 10.1695, 13.5724], [21.8414, 9.0576, 14.9643], [12.1559, 9.5167, 15.2437], [13.4742, 8.8720, 15.2944], [13.6244, 7.6346, 15.9669], [14.1554, 8.8004, 13.5835], [15.2717, 9.8485, 13.5054], [15.8481, 9.9900, 14.9305], [14.6727, 10.0834, 15.8961], [13.3945, 8.9469, 12.7994], [14.5000, 7.7730, 13.4110], [16.0406, 9.5206, 12.8084], [14.8229, 10.8096, 13.2746], [16.5178, 10.8463, 15.0007], [16.4719, 9.1100, 15.1150], [14.1562, 11.0369, 15.8348], [14.9354, 9.8215, 16.9210], [23.3674, 11.4497, 12.4874], [24.2190, 12.4276, 11.8391], [25.3428, 11.9222, 11.0765], [23.2020, 13.6681, 10.8787], [23.1232, 14.9724, 11.6981], [23.5879, 14.6833, 13.1234], [24.7838, 13.7325, 13.0135], [22.2334, 13.1914, 10.7409], [23.7923, 13.7929, 9.9693], [23.7984, 15.6777, 11.2215], [22.0948, 15.3182, 11.7794], [22.8360, 14.2461, 13.7906], [23.8468, 15.5928, 13.6713], [25.0825, 13.2336, 13.9352], [25.6555, 14.1375, 12.4945], [13.0631, 12.3174, 10.8126], [11.9393, 11.4450, 11.1697], [12.0778, 10.0232, 11.0888], [11.3320, 11.8794, 12.8391], [10.0854, 12.7408, 12.6142], [9.3994, 12.0970, 11.3688], [10.4897, 12.0656, 10.2946], [12.1222, 12.4232, 13.3707], [11.1389, 10.8967, 13.2856], [9.4184, 12.7175, 13.4796], [10.3564, 13.7893, 12.4411], [8.5575, 12.7203, 11.0688], [9.1142, 11.0837, 11.6498], [10.7878, 13.0604, 9.9565], [10.2019, 11.4188, 9.4657], [19.7276, 8.8125, 11.1706], [20.5310, 8.6694, 9.9779], [20.7780, 7.3645, 9.4544], [19.8563, 9.7978, 8.6863], [20.8716, 10.9405, 8.4897], [22.2612, 10.3926, 8.8859], [22.0479, 9.6303, 10.1864], [18.8589, 10.0509, 9.0649], [19.5929, 9.1772, 7.8246], [20.8321, 11.2129, 7.4352], [20.5967, 11.7530, 9.1651], [22.8926, 11.2726, 9.0210], [22.6186, 9.6382, 8.1776], [21.8659, 10.3328, 11.0039], [22.8687, 8.9756, 10.4828], [17.8735, 11.8500, 12.9996], [18.0120, 13.0114, 12.1572], [18.7401, 12.8767, 10.9064], [16.3747, 13.7731, 11.9721], [16.6160, 15.2747, 12.0423], [17.5846, 15.4841, 13.2477], [18.7290, 14.4679, 13.0516], [15.7997, 13.4404, 12.8345], [15.8615, 13.4002, 11.0834], [17.1147, 15.5933, 11.1262], [15.7096, 15.8245, 12.3093], [17.0239, 15.3096, 14.1684], [18.0096, 16.4907, 13.2612], [19.1414, 14.1427, 14.0086], [19.5185, 14.8143, 12.3760], [17.1699, 15.9940, 7.9282], [18.6490, 15.4688, 7.1039], [19.4633, 14.5657, 8.0301], [20.4405, 15.4838, 9.2133], [19.2454, 16.3283, 6.8000], [18.3626, 14.8478, 6.2542], [20.1623, 13.9678, 7.4340], [18.8530, 13.8718, 8.6103], [19.7980, 15.4955, 16.9204], [19.0517, 14.0516, 17.6783], [17.6984, 13.7160, 17.1681], [17.2209, 12.2777, 18.1774], [18.9945, 14.2810, 18.7385], [19.7813, 13.2742, 17.4374], [17.6298, 13.3070, 16.1560], [16.9294, 14.4602, 17.3623], [14.7560, 13.5248, 15.3454], [13.9133, 15.0188, 15.7580], [12.5874, 15.1635, 15.0305], [12.7063, 15.4430, 13.2202], [14.5430, 15.8830, 15.5492], [13.6354, 15.0362, 16.8157], [12.0331, 16.0320, 15.3623], [11.9814, 14.2650, 15.1285]], "atomic_forces_ev_per_a": [[0.713, -0.413, 0.207], [-1.399, 1.330, -1.470], [0.137, 0.135, 0.379], [0.164, -1.316, 1.042], [-0.162, -0.515, 0.061], [1.019, 0.012, 0.470], [0.171, -0.782, -0.329], [-0.441, 0.421, -0.029], [0.161, 0.239, 0.099], [0.210, 0.024, -0.196], [-0.152, 0.347, -0.401], [-0.253, 0.127, 0.139], [-0.092, 0.119, -0.211], [-0.018, 0.179, -0.059], [-0.016, 0.027, 0.352], [-0.023, 0.216, 0.277], [-0.919, 0.257, -3.397], [0.472, 0.472, 1.919], [0.114, -0.321, 0.254], [-0.379, 0.825, 0.735], [-0.161, -0.532, 0.559], [0.041, -0.598, 0.978], [0.187, -0.020, 0.049], [-0.022, -0.028, -0.125], [0.001, -0.207, -0.231], [0.228, -0.093, -0.280], [0.230, -0.040, -0.295], [0.242, -0.226, -0.262], [-0.218, 0.217, 0.072], [0.122, -0.084, -0.305], [0.125, -0.863, 0.163], [0.453, -0.234, 0.036], [-0.391, 0.207, 0.151], [0.331, 0.157, -0.603], [-0.280, 1.074, 0.656], [0.295, -0.004, -0.588], [-1.142, -0.260, 0.124], [-0.007, -0.286, 0.240], [-0.213, 0.288, 0.208], [-0.082, 0.064, -0.668], [0.005, 0.003, 0.095], [-0.627, -0.264, 0.611], [0.291, 0.098, -0.185], [0.489, -0.088, -0.020], [0.692, 0.169, -0.388], [0.970, -0.562, 0.132], [-0.943, 2.435, -1.823], [0.214, -1.420, 0.685], [-0.256, -0.551, -0.367], [-0.308, -0.357, 1.067], [0.312, -0.263, -0.397], [0.136, -0.569, -0.095], [-0.076, 0.202, 0.713], [0.241, 0.205, 0.399], [-0.081, 0.458, -0.163], [0.115, 0.176, -0.637], [-0.084, 0.121, 0.014], [-0.149, -0.037, 0.329], [0.080, 0.043, 0.122], [-0.150, 0.121, -0.017], [-0.050, 0.510, -0.121], [0.063, 1.138, 0.503], [-0.416, 0.339, -0.035], [0.545, -0.786, 0.444], [-0.196, -0.926, 0.318], [0.841, -0.222, 0.792], [-0.342, -0.907, -0.207], [0.013, 0.048, -0.313], [-0.479, -0.078, -0.150], [-0.276, 0.402, 0.115], [0.100, 0.365, -0.560], [-0.176, -0.306, -0.530], [0.268, 0.099, -0.325], [-0.031, 0.077, -0.009], [-0.070, 0.227, 0.160], [-0.792, -0.910, 0.271], [0.789, 2.161, 0.318], [-0.014, -0.652, -0.251], [0.292, 0.080, -0.219], [-0.209, -0.681, -0.253], [0.744, 1.166, 0.652], [-0.404, -0.414, 0.126], [-0.013, -0.368, -0.172], [-0.071, 0.374, 0.237], [0.116, -0.072, -0.024], [0.004, -0.235, -0.141], [-0.160, -0.376, -0.142], [-0.324, 0.016, -0.232], [-0.198, -0.111, -0.036], [0.390, 0.023, -0.045], [0.096, -0.203, -0.006], [-0.276, 1.993, 0.149], [0.303, -0.681, -0.443], [-0.823, -0.884, 0.486], [-0.565, -1.295, -0.065], [-0.792, -0.237, 0.190], [0.123, 0.199, 0.529], [0.395, 0.523, 0.215], [0.748, 0.091, -0.194], [0.129, 0.472, 0.138], [0.033, 0.170, -0.244], [0.550, -0.535, -0.145], [0.253, 0.650, -0.351], [-0.121, -0.224, 0.016], [-0.098, -0.012, -0.131], [0.077, -0.113, 0.143], [0.085, 1.054, 0.520], [-0.445, 0.078, 0.074], [-0.095, -0.143, -0.259], [0.526, -0.050, 1.029], [0.312, -0.501, -1.024], [-0.361, -0.458, 0.191], [0.088, -0.080, 0.081], [0.232, 0.072, -0.066], [-0.326, 0.350, -0.116], [-0.076, -0.068, -0.740], [0.221, -0.067, 0.090], [-0.186, -0.054, 0.052], [0.188, -0.210, -0.226], [-0.153, 0.113, 0.196], [-0.213, 0.325, -0.017], [0.582, -0.934, 0.555], [0.237, -0.244, -0.204], [-0.141, 0.092, -0.063], [-0.243, -0.024, -0.079], [-0.114, 0.327, -0.077], [-0.055, 0.240, 0.090], [-0.099, 0.174, -0.091], [-0.269, 0.280, -0.280], [1.075, 0.378, -0.117], [-0.877, -0.938, -0.005], [-0.215, -0.079, 0.011], [0.141, -0.204, 0.014], [-0.368, 0.027, 0.351], [0.335, 0.554, 0.040], [0.259, 0.165, -0.196], [0.048, 0.007, 0.009], [-0.968, 0.916, -0.263], [-0.011, -0.235, -0.941], [0.323, -0.213, 0.672], [0.236, -0.223, 0.079], [0.412, -0.261, -0.005], [0.035, 0.046, 0.361], [-0.017, 0.057, 0.103]], "lowdin_charge": [-0.3461, 0.6683, -0.3280, -0.1930, -0.2066, -0.1936, -0.2701, 0.1025, 0.0881, 0.1144, 0.1137, 0.1161, 0.1169, 0.0784, 0.0711, -0.3658, 0.6498, -0.2956, -0.2180, -0.2174, -0.2123, -0.2256, 0.0705, 0.1100, 0.1093, 0.1057, 0.1120, 0.1207, 0.0958, 0.1078, -0.3455, 0.6792, -0.3370, -0.1926, -0.1950, -0.2290, -0.2150, 0.0478, 0.0997, 0.1180, 0.0988, 0.0930, 0.1218, 0.0913, 0.1153, -0.3601, 0.6810, -0.3099, -0.1992, -0.1989, -0.2342, -0.2421, 0.0786, 0.1048, 0.1212, 0.0988, 0.0832, 0.1155, 0.0351, 0.1029, -0.3347, 0.6885, -0.3399, -0.2076, -0.2137, -0.2167, -0.2052, 0.0771, 0.0964, 0.1178, 0.0828, 0.1144, 0.1172, 0.1068, 0.1026, -0.3578, 0.6734, -0.3171, -0.2209, -0.2182, -0.2075, -0.2255, 0.0747, 0.0915, 0.1149, 0.0867, 0.1135, 0.1192, 0.1047, 0.1070, -0.3387, 0.6660, -0.3157, -0.2059, -0.2042, -0.1991, -0.2357, 0.0957, 0.0976, 0.1092, 0.0909, 0.1024, 0.1237, 0.0739, 0.1162, -0.3261, 0.6908, -0.3494, -0.2234, -0.2023, -0.1921, -0.1777, 0.0461, 0.1081, 0.0862, 0.0956, 0.0898, 0.0839, 0.0709, 0.0852, 0.5802, -0.6367, -0.6428, 0.6221, 0.0681, 0.0741, 0.0688, 0.0426, 0.5785, -0.6679, -0.6139, 0.5612, 0.0698, 0.0250, 0.0456, 0.0469, 0.6923, -0.6199, -0.5855, 0.5311, 0.0521, 0.0912, 0.0654, 0.0589]}